A.
Entry from OMol25: a 2-piece molecular cluster, C2H6OS2 overall (the ωB97M-V functional and the def2-TZVPD basis).

XYZ file:
```
11
C2H6OS2, DFT the ωB97M-V functional and the def2-TZVPD basis
S 2.6543 -0.6927 -0.4442
S 2.1480 -2.6051 -1.4198
O 0.5160 1.5763 0.7620
C -0.3990 0.7992 0.7119
C -1.7245 1.0305 0.0660
H 1.8613 -3.2062 -0.2803
H -1.6873 0.5445 -0.9172
H -0.4339 -0.1829 1.2544
H -2.6724 0.8599 0.5639
H 1.4464 -0.2425 -0.1597
H -1.7088 2.1191 -0.1370
```

Output
<S²>   0.75
Gap between HOMO and LUMO (spin up / spin down)   3.35 / 7.16 eV
HOMO (spin up / spin down)   0.1 / -3.8 eV
Spin multiplicity   2
Net charge   -1

***

B.
Entry from OMol25: a 2-piece molecular cluster, C2H6OS2 overall (the ωB97M-V functional and the def2-TZVPD basis).

XYZ file:
```
11
C2H6OS2, DFT the ωB97M-V functional and the def2-TZVPD basis
S -2.5298 1.8677 -0.6798
S -3.0846 0.0863 0.4328
O 2.2402 -1.0819 -0.8920
C 1.3168 0.2710 0.7506
C 1.1409 -0.7071 -0.1202
H 0.5066 0.6731 1.3633
H 0.2534 -1.3115 -0.2206
H 2.1912 0.9454 0.8367
H -2.3451 -0.2996 1.5080
H -1.6227 1.2538 -1.4173
H 1.9331 -1.6972 -1.5615
```

Output
<S²>   0.75
Gap between HOMO and LUMO (spin up / spin down)   3.49 / 6.99 eV
HOMO (spin up / spin down)   -0.3 / -3.8 eV
Spin multiplicity   2
Net charge   -1

***

Relative energy table, unit kcal/mol: A 0.0; B 3.9

***

A.
Entry from OMol25: an isolated ion of composition C10H14BrN2 and charge +1 (the ωB97M-V functional and the def2-TZVPD basis).

XYZ file:
```
27
C10H14BrN2, DFT the ωB97M-V functional and the def2-TZVPD basis
Br 0.0429 1.3228 -3.5065
N 2.6607 -0.8258 2.0072
N -0.9077 1.0341 0.1674
C 2.0337 -0.0715 1.1686
C -0.8329 2.2705 0.9803
C 0.6782 -1.8091 0.3424
C -0.1859 -0.0653 -1.9447
C 0.3968 0.5598 -0.5627
C 1.1269 -0.4973 0.2676
C -1.7157 -0.2379 -1.7172
C 1.5138 -2.6223 1.0980
C 2.3621 -2.1205 2.0466
C -1.9263 0.9822 -0.8745
H -1.1907 0.1367 0.6745
H -2.9634 0.9651 -0.4550
H -0.5625 3.1453 0.4673
H 0.0684 1.9718 1.5540
H -2.0837 -1.1191 -1.1676
H 1.2380 -3.7021 1.1114
H 1.0816 1.4471 -0.8476
H 2.5820 -2.7879 2.8517
H -1.7375 2.3893 1.6983
H -0.0943 -2.1854 -0.3162
H -1.8305 1.9397 -1.5103
H 2.2460 0.9872 1.2469
H -2.3244 -0.0470 -2.5837
H 0.3244 -1.0604 -2.1961
```

Output
Gap between HOMO and LUMO   10.01 eV
HOMO   -13.2 eV
SMILES   C[N@H+]1CC[C@@H](Br)[C@@H]1c1cccnc1
Net charge   +1

***

B.
Entry from OMol25: an isolated ion of composition C10H14BrN2 and charge +1 (the ωB97M-V functional and the def2-TZVPD basis).

XYZ file:
```
27
C10H14BrN2, DFT the ωB97M-V functional and the def2-TZVPD basis
Br -1.7338 -0.4875 -2.2502
N 1.1759 -2.9008 1.5041
N -0.7030 1.4889 -0.3665
C -0.0902 -1.1873 0.3738
C -0.1924 1.7173 1.0903
C -1.2554 -1.6938 0.9411
C -1.1400 -2.7557 1.8512
C 1.2616 1.8371 -1.5202
C -0.3498 0.0732 -0.9852
C -0.1546 2.4185 -1.4017
C 0.0992 -3.3321 2.1466
C 1.0527 -1.8967 0.6119
C 0.9600 0.3111 -1.6253
H 0.8523 -0.0816 -2.6912
H 0.0523 2.7500 1.0555
H 2.0314 -1.5746 0.1822
H 0.1757 -4.1665 2.7713
H -2.0014 -3.3399 2.2171
H 1.8326 1.9944 -0.6397
H -0.2098 3.4782 -1.0711
H 1.7252 2.2808 -2.3758
H -2.1724 -1.3063 0.8153
H -1.7343 1.6777 -0.1949
H 0.6920 1.0412 1.3081
H 1.8167 -0.3414 -1.1422
H -1.0754 1.5864 1.7606
H -0.9153 2.4094 -2.3654
```

Output
Gap between HOMO and LUMO   9.80 eV
HOMO   -13.0 eV
SMILES   C[N@H+]1CCC[C@@]1(Br)c1cccnc1
Net charge   +1

***

Relative energy table, unit kcal/mol: A 0.0; B 20.1

***

A.
Entry from OMol25: an isolated ion of composition C3H7N2 and charge +1 (the ωB97M-V functional and the def2-TZVPD basis).

XYZ file:
```
12
C3H7N2, DFT the ωB97M-V functional and the def2-TZVPD basis
N -0.7636 -0.5720 -0.2927
N 0.9682 1.0269 -0.5094
C 0.8844 0.8225 0.7229
C -0.0774 -0.2464 1.1463
C 0.1276 0.1940 -1.2716
H 1.4934 1.3637 1.4281
H 0.4394 -1.1408 1.4912
H -0.4738 0.7794 -1.9725
H -0.8396 0.0627 1.8582
H 0.7480 -0.5038 -1.8447
H -0.7866 -1.5790 -0.4614
H -1.7200 -0.2072 -0.2944
```

Output
Gap between HOMO and LUMO   11.74 eV
HOMO   -15.5 eV
SMILES   C1=NC[NH2+]C1
Net charge   +1

***

B.
Entry from OMol25: C3H7N2 as an isolated structure (the ωB97M-V functional and the def2-TZVPD basis).

XYZ file:
```
12
C3H7N2, DFT the ωB97M-V functional and the def2-TZVPD basis
N -1.3605 -0.3069 0.2669
N 1.8832 -0.0584 0.2183
C 0.9883 1.0856 -0.0126
C -0.1361 -0.0160 -0.4581
C 0.9985 -0.9578 -0.0512
H -0.3819 0.0192 -1.4930
H 0.8554 -2.0032 0.0981
H 0.7737 1.4565 0.9374
H 1.3638 1.8940 -0.7602
H -1.9756 0.5532 0.2360
H -1.6624 -1.0906 -0.2573
H -1.3463 -0.5757 1.2758
```

Output
Gap between HOMO and LUMO   10.38 eV
HOMO   -14.7 eV
Net charge   +1

***

C.
Entry from OMol25: C3H7N2 as an isolated structure (the ωB97M-V functional and the def2-TZVPD basis).

XYZ file:
```
12
C3H7N2, DFT the ωB97M-V functional and the def2-TZVPD basis
N 1.8331 0.0510 -0.2552
N -1.3869 0.3578 -0.2623
C 1.0530 0.9051 0.2325
C 0.7621 -1.0825 -0.0871
C -0.1653 0.0308 0.5431
H 0.4634 -1.4168 -1.0816
H -0.4489 0.0121 1.5605
H -2.0885 -0.2721 -0.0033
H 1.2259 -1.9156 0.4767
H -1.6026 1.4022 -0.2368
H -1.1246 -0.0108 -1.1502
H 1.4793 1.9386 0.2636
```

Output
Gap between HOMO and LUMO   10.58 eV
HOMO   -14.8 eV
Net charge   +1

***

Relative energy table, unit kcal/mol: A 0.0; B 44.5; C 41.3

***

A.
Entry from OMol25: a 2-piece molecular cluster, CHF2NO3 overall (the ωB97M-V functional and the def2-TZVPD basis).

XYZ file:
```
8
CHF2NO3, DFT the ωB97M-V functional and the def2-TZVPD basis
F 1.8202 0.0043 0.9921
F 1.1268 1.4483 -2.9540
O -0.1808 -0.8371 -2.2858
O -0.8165 -0.0887 -0.4536
O 0.1076 2.4485 -1.2512
N -0.1645 0.0201 -1.4867
C 0.3992 1.4696 -1.8429
H 0.9423 0.1824 1.1338
```

Output
Gap between HOMO and LUMO   10.64 eV
HOMO   -12.2 eV
SMILES   O=C(F)[N+](=O)[O-].F
Net charge   0

***

B.
Entry from OMol25: one molecule with the formula CHF2NO3 (the ωB97M-V functional and the def2-TZVPD basis).

XYZ file:
```
8
CHF2NO3, DFT the ωB97M-V functional and the def2-TZVPD basis
F 1.3601 0.9463 -0.6147
F -0.4167 -0.1043 -1.5236
O -0.7787 1.1514 0.5225
O -0.5872 -1.7692 0.4327
O 1.4366 -1.0843 0.9600
N 0.3603 -1.0691 0.4285
C 0.2050 0.3172 -0.4557
H -1.5794 1.6121 0.2504
```

Output
Gap between HOMO and LUMO   11.45 eV
HOMO   -11.5 eV
SMILES   O=[N+]([O-])C(O)(F)F
Net charge   0

***

Relative energy table, unit kcal/mol: A 0.0; B 17.9

***

A.
Entry from OMol25: one molecule with the formula C20H24N2O5S (the ωB97M-V functional and the def2-TZVPD basis).

XYZ file:
```
52
C20H24N2O5S, DFT the ωB97M-V functional and the def2-TZVPD basis
S -1.7317 1.8851 4.0917
O -1.7547 -0.1963 -0.6191
O 3.0937 -1.6807 -0.7622
O -3.1628 1.9533 4.1200
O 0.4875 0.5763 -3.2242
O -0.9600 2.8657 4.7905
N -1.3497 0.3960 4.7365
N 0.9188 -1.5829 -1.3910
C -1.1923 1.8304 2.3821
C 1.4598 -1.1492 0.8934
C 0.0474 0.0215 4.7793
C -0.2060 2.6799 1.9371
C 1.5332 -0.3540 -3.4401
C 1.2137 -1.7195 -2.7980
C -1.7719 0.8796 1.5646
C 1.6707 -0.4519 -4.9607
C 0.2202 -0.3058 -5.4271
C 1.6605 0.2295 2.8521
C 1.9266 -1.4862 -0.4871
C 2.1044 -0.1398 1.5962
C 0.5872 -0.4235 3.4427
C -0.4299 0.5211 -4.3058
C -0.0135 -1.4772 2.7609
C 0.2240 2.5668 0.6214
C -0.3119 1.6030 -0.2074
C -1.3148 0.7486 0.2599
C -2.8309 -1.0230 -0.2344
C 0.4064 -1.8299 1.4922
H -1.3730 0.0773 -3.9651
H 0.1632 -0.7739 5.5239
H -3.0439 -1.6515 -1.0979
H 0.0254 1.4858 -1.2263
H 0.9901 3.2264 0.2449
H -0.8218 -2.0235 3.2289
H -0.6273 1.5521 -4.6156
H -2.5636 0.2702 1.9687
H 0.0272 -1.1616 -1.1668
H 2.1479 1.0350 3.3805
H -0.2570 -1.2821 -5.5113
H 2.1262 -1.3875 -5.2748
H 0.3540 -2.1807 -3.2878
H -2.5642 -1.6554 0.6177
H 2.9441 0.3613 1.1400
H -0.0680 -2.6477 0.9688
H 0.1457 0.1936 -6.3903
H 2.2740 0.3779 -5.3282
H -1.9770 -0.3213 4.4105
H 2.4236 0.0524 -2.9510
H -3.7181 -0.4337 0.0118
H 2.0887 -2.3660 -2.8935
H 0.2046 3.4058 2.6193
H 0.5748 0.9101 5.1301
```

Output
Gap between HOMO and LUMO   9.34 eV
HOMO   -9.0 eV
SMILES   COc1cccc(S(=O)(=O)NCc2ccc(C(=O)NC[C@H]3CCCO3)cc2)c1
Net charge   0

***

B.
Entry from OMol25: one molecule with the formula C20H24N2O5S (the ωB97M-V functional and the def2-TZVPD basis).

XYZ file:
```
52
C20H24N2O5S, DFT the ωB97M-V functional and the def2-TZVPD basis
S -2.1050 1.2930 -0.9040
O -2.0031 0.9759 -2.2976
O 6.6863 1.9914 0.1039
O -2.2868 2.6590 -0.5118
O 1.1529 -3.1061 -0.9808
O 4.6503 2.4907 -0.8533
N 3.1605 -2.1619 -0.6617
N -3.3475 0.4073 -0.2706
C 1.1486 -0.9394 -0.0232
C -2.7711 -1.9055 0.5060
C 5.8863 3.0266 -0.4282
C 0.8730 0.6507 1.7638
C 5.3100 -1.4221 0.1047
C -3.3665 -1.0010 -0.5825
C 5.9443 0.8476 -0.0112
C 4.0726 -1.1190 -0.4521
C 1.8000 -2.1475 -0.6113
C 3.7599 0.1935 -0.8327
C 1.5484 -0.4216 1.2065
C -5.0645 1.9509 0.5708
C 0.0458 -0.3942 -0.6696
C -6.1420 1.3882 -0.3466
C -4.0094 0.8985 0.9193
C -2.3848 -3.2693 -0.0540
C 6.2703 -0.4408 0.3335
C -0.2172 1.2041 1.1090
C -0.6243 0.6677 -0.0971
C 4.7089 1.1533 -0.5886
H 1.1943 1.0531 2.7124
H -6.8764 2.1542 -0.5825
H -3.2696 1.3361 1.5981
H -3.2272 -3.7206 -0.5731
H -3.4988 -2.0372 1.3103
H 3.5567 -3.0602 -0.9119
H -4.3986 -1.3049 -0.7887
H -5.6933 1.0425 -1.2741
H 2.8267 0.4439 -1.3056
H -4.4822 0.0530 1.4230
H -1.8887 -1.4268 0.9353
H -0.2839 -0.7822 -1.6202
H 2.3860 -0.8614 1.7274
H -0.7510 2.0506 1.5112
H -5.5128 2.3106 1.4997
H -1.5529 -3.1801 -0.7475
H 7.2271 -0.6795 0.7650
H 5.5315 -2.4447 0.3688
H -2.7968 -1.0996 -1.5074
H -2.0803 -3.9345 0.7503
H 5.7103 3.7913 0.3446
H -6.6553 0.5533 0.1276
H 6.4022 3.4882 -1.2850
H -4.5629 2.7850 0.0817
```

Output
Gap between HOMO and LUMO   8.54 eV
HOMO   -8.2 eV
SMILES   CCCN(CCC)S(=O)(=O)c1cccc(C(=O)Nc2ccc3c(c2)OCO3)c1
Net charge   0

***

Relative energy table, unit kcal/mol: A 0.0; B 9.5

***

A.
Entry from OMol25: a 2-piece molecular cluster, C9H12N3O2 overall (the ωB97M-V functional and the def2-TZVPD basis).

XYZ file:
```
26
C9H12N3O2, DFT the ωB97M-V functional and the def2-TZVPD basis
O -3.3943 -1.1514 -2.2135
O -3.4063 -2.2889 -1.3920
N 0.6202 -1.0724 -1.8031
N 1.2851 1.2363 1.1232
N -1.0772 -2.2620 -1.5049
C 0.4802 2.9392 2.6103
C -0.6435 -1.9701 -0.2310
C -2.2939 -3.0719 -1.7458
C 1.7443 3.5014 2.6788
C 2.4962 1.7973 1.2022
C 0.4592 -1.1950 -0.4599
C 0.3054 1.8137 1.8240
C -0.3361 -1.7489 -2.4595
C 2.7766 2.9202 1.9612
H -0.3515 3.3640 3.1547
H -2.3293 -3.3625 -2.8015
H 1.1254 -0.7614 0.2959
H -0.6673 1.3390 1.7433
H -1.0719 -2.2800 0.7080
H 3.7771 3.3286 1.9893
H -0.5151 -1.8698 -3.5171
H -2.2764 -3.9504 -1.0982
H -3.2316 -0.3784 -1.6501
H 1.3281 -0.5693 -2.3201
H 3.2740 1.3115 0.6225
H 1.9225 4.3811 3.2836
```

Output
Gap between HOMO and LUMO   9.57 eV
HOMO   -12.5 eV
Net charge   +1

***

B.
Entry from OMol25: a 2-piece molecular cluster, C9H12N3O2 overall (the ωB97M-V functional and the def2-TZVPD basis).

XYZ file:
```
26
C9H12N3O2, DFT the ωB97M-V functional and the def2-TZVPD basis
O 2.8536 -1.9399 -0.8841
O 1.8356 -1.3144 1.6867
N 1.8720 -0.4948 0.5650
N -1.6755 0.5568 -1.0190
N 1.5234 1.2772 -0.6599
C 2.1606 0.3202 -1.4944
C -0.9066 0.0403 -0.0513
C 1.2919 0.7633 0.5629
C 2.2979 -0.8615 -0.6880
C -1.4964 -0.9995 0.7252
C -3.6024 -0.8659 -0.5710
C 1.1953 1.5085 1.8571
C -2.7613 -1.4002 0.4156
C -2.9432 0.1623 -1.2807
H -0.8140 -1.3983 1.4830
H -4.5529 -1.2147 -0.8306
H 3.1355 0.6789 -1.8808
H 1.3049 2.1183 -1.0529
H 1.9935 2.2784 2.0414
H 1.2320 0.6503 2.5534
H -3.2439 -2.0128 1.0955
H 1.5880 0.1093 -2.5423
H -1.3231 1.3892 -1.5847
H -3.3787 0.8206 -1.8932
H 0.1938 2.0747 1.9774
H 2.2201 -2.2462 1.4696
```

Output
Gap between HOMO and LUMO (spin up / spin down)   8.61 / 8.61 eV
HOMO (spin up / spin down)   -12.1 / -12.1 eV
Net charge   +1

***

Relative energy table, unit kcal/mol: A 0.0; B 38.7